[1]
18
Properties=species:S:1:pos:R:3 method="wB97M-V/def2-TZVPD" molar_mass_da=108.2 lumo_ha=0.028 relative_energy_kj_mol=56.8 spin_multiplicity=1 charge=0 smiles=CCSCC.O homo_lumo_gap_ev=9.28
S 1.65 0.60 -1.47
O -1.25 -2.83 4.20
C 0.26 1.55 -2.17
C 0.62 0.36 1.15
C 0.97 -0.43 -0.13
C -0.89 0.63 -2.51
H -1.70 1.09 -3.09
H -0.51 -0.25 -3.06
H 0.65 -0.16 2.12
H 0.01 2.45 -1.57
H 0.23 -1.17 -0.49
H -1.29 0.30 -1.54
H 0.63 1.90 -3.16
H -0.39 0.77 1.01
H -0.91 -3.16 5.06
H -1.31 -1.85 4.32
H 1.89 -0.98 0.15
H 1.34 1.19 1.17

=====

[2]
18
Properties=species:S:1:pos:R:3 method="wB97M-V/def2-TZVPD" molar_mass_da=108.2 lumo_ha=0.018 relative_energy_kj_mol=239.9 spin_multiplicity=1 charge=0 smiles=CCCSC.O homo_lumo_gap_ev=8.84
S -0.96 1.20 1.07
O -0.10 -0.08 -1.60
C -1.35 1.87 -0.60
C 1.00 -0.92 1.16
C 0.80 0.57 0.97
C 0.40 -2.00 0.26
H 0.58 -1.17 2.15
H -1.11 2.93 -0.42
H -0.01 -0.12 -2.57
H -1.20 -0.01 -1.32
H 0.82 -2.10 -0.72
H -0.82 1.45 -1.36
H 2.09 -1.09 1.29
H -0.58 -1.61 -0.02
H 1.33 1.13 1.76
H 0.31 -2.91 0.85
H -2.43 1.95 -0.90
H 1.21 0.91 0.01

=====

[3]
18
Properties=species:S:1:pos:R:3 method="wB97M-V/def2-TZVPD" molar_mass_da=108.2 lumo_ha=0.029 relative_energy_kj_mol=46.3 spin_multiplicity=1 charge=0 smiles=CCO.CCS homo_lumo_gap_ev=10.11
S -0.61 -1.29 -1.90
O -0.11 -0.75 1.97
C 0.71 -0.07 -2.22
C -1.16 0.10 2.43
C -1.38 1.31 1.53
C 1.99 -0.33 -1.44
H -0.85 0.43 3.44
H 1.78 -0.36 -0.36
H -0.36 -1.07 1.08
H 0.08 -2.37 -2.34
H 2.73 0.46 -1.65
H -0.44 1.89 1.44
H 2.42 -1.30 -1.74
H 0.90 -0.03 -3.31
H 0.26 0.90 -1.92
H -2.11 -0.47 2.54
H -1.69 0.99 0.52
H -2.16 1.96 1.94

=====

[4]
18
Properties=species:S:1:pos:R:3 method="wB97M-V/def2-TZVPD" molar_mass_da=108.2 lumo_ha=0.029 relative_energy_kj_mol=169.2 spin_multiplicity=1 charge=0 smiles=CCO.CSC homo_lumo_gap_ev=9.33
S 3.07 -1.69 -0.10
O -5.04 2.21 0.18
C 4.41 -1.74 1.09
C -3.87 2.12 -0.69
C 2.91 -3.56 -0.42
C -3.06 3.34 -0.34
H -2.12 3.26 -0.97
H 4.04 -2.42 1.86
H 2.55 -4.14 0.44
H -2.89 3.30 0.75
H 2.08 -3.61 -1.07
H -3.36 4.37 -0.47
H 4.47 -0.69 1.29
H -4.68 2.06 1.06
H -4.24 2.10 -1.79
H -3.46 1.12 -0.51
H 3.88 -3.94 -0.77
H 5.31 -2.10 0.46

=====

[5]
18
Properties=species:S:1:pos:R:3 method="wB97M-V/def2-TZVPD" molar_mass_da=108.2 lumo_ha="-0.140 / -0.316" relative_energy_kj_mol=113.0 spin_multiplicity=2 charge=+1 homo_lumo_gap_ev="8.57 / 3.79"
S 1.41 0.03 -3.88
O -2.15 0.15 3.28
C 1.45 -1.69 -3.23
C -0.74 -0.10 3.28
C -0.34 0.47 -3.56
C 0.07 1.21 3.53
H -0.07 1.44 4.58
H 2.23 -2.22 -3.77
H -0.66 0.04 -2.61
H -0.41 1.55 -3.60
H -0.51 -0.48 2.28
H -0.33 -0.76 4.04
H -0.13 1.96 2.77
H -2.20 1.09 3.31
H 1.67 -1.44 -2.19
H 1.12 0.92 3.44
H 0.46 -2.12 -3.30
H -0.88 -0.05 -4.36

=====

[6]
19
Properties=species:S:1:pos:R:3 method="wB97M-V/def2-TZVPD" molar_mass_da=140.3 lumo_ha=0.024 relative_energy_kj_mol=88.4 spin_multiplicity=1 charge=0 smiles=CCSCSC.O homo_lumo_gap_ev=9.14
S 1.09 -0.33 1.62
S 0.42 2.41 0.37
O -3.09 -2.56 -2.82
C -0.40 -0.88 0.67
C -0.95 -2.25 1.20
C 1.63 1.10 0.68
C 1.61 3.57 -0.33
H -0.13 -2.97 1.41
H 2.54 1.54 1.13
H -1.63 -2.70 0.46
H 1.07 4.53 -0.40
H 1.81 3.20 -1.35
H -2.34 -3.07 -3.18
H -0.23 -0.85 -0.42
H 2.58 3.75 0.17
H 1.91 0.64 -0.28
H -1.05 -0.02 0.93
H -1.51 -2.08 2.14
H -3.33 -3.02 -1.98

=====

[7]
19
Properties=species:S:1:pos:R:3 method="wB97M-V/def2-TZVPD" molar_mass_da=140.3 lumo_ha=0.021 relative_energy_kj_mol=85.2 spin_multiplicity=1 charge=0 smiles=CCSSCC.O homo_lumo_gap_ev=8.99
S 0.22 0.20 -2.13
S -0.88 -1.51 -1.84
O -1.32 1.65 4.22
C 0.14 2.76 -1.22
C 0.67 -2.88 0.27
C 0.40 -2.76 -1.25
C -0.26 1.37 -0.82
H 0.39 1.08 0.06
H -1.32 2.21 3.40
H 0.07 3.35 -0.24
H -1.34 1.30 -0.64
H 1.01 -1.91 0.69
H -0.17 -3.59 -1.68
H -0.98 2.12 4.93
H 1.47 -3.67 0.33
H -0.51 3.26 -1.93
H 1.34 -2.49 -1.71
H -0.14 -3.24 0.90
H 1.21 2.74 -1.33

=====

[8]
18
Properties=species:S:1:pos:R:3 method="wB97M-V/def2-TZVPD" molar_mass_da=122.1 lumo_ha=0.037 relative_energy_kj_mol=229.9 spin_multiplicity=1 charge=0 smiles=CC[C@H](P)PC homo_lumo_gap_ev=10.42
P -1.96 1.42 0.07
P 0.93 1.29 -0.67
C 2.35 0.32 0.12
C -0.56 -1.15 0.24
C -0.90 -1.60 -1.19
C -0.43 0.59 0.49
H 3.17 0.18 -0.78
H -0.46 -0.92 -1.90
H -0.36 -2.46 -1.29
H 0.32 -1.59 0.52
H 1.98 -0.56 0.42
H 1.03 2.31 0.11
H -1.96 -1.61 -1.43
H -1.43 -1.49 0.79
H 2.76 0.91 0.91
H -2.61 1.12 1.36
H -0.26 0.64 1.48
H -1.60 2.60 0.74

=====

[9]
19
Properties=species:S:1:pos:R:3 method="wB97M-V/def2-TZVPD" molar_mass_da=154.2 lumo_ha="-0.001 / -0.043" relative_energy_kj_mol=306.5 spin_multiplicity=1 charge=0 homo_lumo_gap_ev="7.50 / 7.46"
S 1.67 2.40 -0.10
P 0.83 0.74 -0.50
P -1.41 0.91 -0.55
C -1.89 -0.89 -0.33
C 1.33 0.02 -2.23
C 1.66 -1.49 1.50
C -1.47 1.37 1.20
H 0.54 -0.17 -2.96
H -2.98 -0.71 -0.37
H 2.54 -1.17 0.95
H 1.90 0.90 -2.43
H 1.31 -2.46 1.46
H 2.10 -0.77 -2.10
H -1.59 -1.30 -1.26
H -0.57 1.11 1.77
H -2.42 1.19 1.72
H -1.51 2.52 1.40
H 1.35 -0.78 2.34
H -1.40 -1.42 0.49

=====

[10]
17
Properties=species:S:1:pos:R:3 method="wB97M-V/def2-TZVPD" molar_mass_da=92.2 lumo_ha="0.133 / 0.136" relative_energy_kj_mol=77.9 spin_multiplicity=2 charge=-1 homo_lumo_gap_ev="2.56 / 8.84"
S -1.44 -1.83 2.81
C -1.65 -0.02 2.35
C 2.04 -0.49 -1.77
C 1.97 1.06 -2.00
C -2.30 0.13 0.99
H -2.33 0.30 3.13
H -0.30 -2.16 2.03
H -0.66 0.42 2.44
H 3.02 -0.92 -2.12
H 1.06 -0.68 -2.33
H 1.89 -0.74 -0.75
H -1.56 -0.16 0.20
H 1.80 1.18 -3.17
H 1.17 1.66 -1.68
H -3.22 -0.48 0.82
H 2.84 1.56 -1.65
H -2.35 1.16 0.71